DFT (the ωB97M-V functional and the def2-TZVPD basis) results for C24H43ClP2Y as an isolated structure in a non-equilibrium geometry.

The geometry in XYZ format:
```
71
Properties=species:S:1:pos:R:3:forces:R:3:mulliken_charge:R:1
Y -0.623 -1.486 -0.815 -1.33 -0.66 4.07 0.387
C -1.347 -1.458 2.086 -1.17 0.17 -0.90 0.924
C -1.837 -0.344 1.317 0.68 -1.44 -0.57 0.980
C -3.271 -2.127 1.034 0.40 0.41 0.54 1.163
C -2.268 -2.522 1.955 -0.05 0.67 -0.47 -0.082
C -2.996 -0.804 0.570 0.78 -0.32 0.63 0.304
C -0.240 -1.429 3.053 1.23 -0.07 0.70 -1.482
H 0.479 -0.636 2.801 -0.10 -0.20 0.19 0.114
H 0.320 -2.381 3.053 -0.17 0.29 0.02 0.439
H -0.533 -1.261 4.110 -0.12 -0.03 -0.54 0.307
C -2.241 -3.761 2.784 0.17 -0.54 -0.21 -1.645
H -2.087 -3.599 3.860 -0.09 0.29 -0.30 0.343
H -1.400 -4.369 2.449 0.01 -0.33 0.07 0.280
H -3.152 -4.360 2.665 0.28 0.13 0.00 0.428
C -4.573 -2.829 0.925 -0.44 -0.72 -0.44 -1.954
H -4.750 -3.424 1.836 -0.02 0.30 -0.37 0.365
H -4.580 -3.545 0.091 -0.19 0.12 0.09 0.266
H -5.426 -2.142 0.801 0.37 -0.23 0.01 0.379
C -4.035 0.146 0.093 -0.62 1.00 -0.28 -1.558
H -4.941 -0.328 -0.301 0.32 -0.09 0.00 0.509
H -3.691 0.859 -0.681 -0.06 -0.30 0.32 0.180
H -4.374 0.771 0.945 0.12 -0.20 -0.35 0.337
C -1.645 1.020 1.836 0.17 1.35 0.17 -1.723
H -2.539 1.355 2.399 0.21 -0.06 -0.38 0.495
H -1.402 1.781 1.074 -0.22 -0.07 0.33 0.339
H -0.842 1.022 2.584 -0.06 0.10 -0.23 0.229
C 2.701 0.828 2.892 0.69 -0.06 0.83 -0.638
C 2.098 1.713 3.702 -0.40 -0.59 0.11 -0.382
C 1.534 3.042 3.264 -0.11 0.69 0.08 -0.552
C 2.455 3.919 2.362 -0.24 0.28 -0.23 -0.909
C 1.983 4.026 0.925 -0.04 0.20 -0.44 -0.719
C 1.617 2.962 0.198 -0.07 0.68 0.26 -0.407
C 1.645 1.547 0.702 0.01 -0.57 -0.68 4.857
C 2.928 1.058 1.406 -0.03 -0.57 0.26 -0.428
H 1.319 3.641 4.168 0.01 -0.39 -0.37 0.542
H 3.475 3.509 2.340 -0.17 0.38 0.36 0.370
H 0.565 2.928 2.735 0.38 -0.04 0.43 0.091
H 3.742 1.783 1.231 -0.13 -0.47 0.00 0.592
H 3.135 -0.110 3.323 -0.57 0.90 -0.36 0.383
H 1.888 1.472 4.766 0.47 -0.04 -0.82 0.382
H 3.219 0.069 0.964 0.00 0.90 0.30 0.051
H 0.785 1.359 1.343 0.03 -0.06 -0.01 -1.370
H 1.225 3.106 -0.809 0.11 0.13 0.19 0.349
H 1.514 0.873 -0.172 -0.23 0.65 0.72 -2.846
H 2.466 4.944 2.779 0.29 -0.58 -0.16 0.373
H 1.959 5.050 0.481 -0.07 -1.00 0.30 0.390
P 1.889 -0.207 -2.045 1.95 0.57 -2.00 1.195
P -0.837 -0.830 -3.330 0.23 -0.09 -3.09 1.063
C 1.876 -0.376 -3.921 -0.10 0.07 0.42 -1.140
C 0.684 -1.161 -4.412 -0.53 -0.21 0.56 -1.057
H 2.831 -0.850 -4.181 -0.23 0.19 -0.12 0.632
H 1.896 0.656 -4.306 -0.21 -0.49 -0.01 0.430
H 0.424 -0.914 -5.451 -0.03 -0.16 0.27 0.481
H 0.866 -2.250 -4.337 -0.14 0.41 -0.12 0.373
C -2.008 -1.712 -4.431 -0.34 0.28 0.16 -1.185
H -3.034 -1.589 -4.052 0.27 -0.15 -0.32 0.406
H -1.736 -2.786 -4.418 -0.16 0.59 0.03 0.379
H -1.903 -1.303 -5.452 -0.25 -0.26 0.42 0.415
C -1.099 0.978 -3.466 -0.29 0.26 -0.10 -1.094
H -0.818 1.344 -4.459 -0.11 -0.03 0.10 0.394
H -0.535 1.556 -2.715 -0.04 -0.35 -0.19 0.165
H -2.160 1.201 -3.287 0.22 -0.08 -0.11 0.435
C 3.279 -1.352 -1.679 -0.01 -0.49 0.49 -1.636
H 3.187 -1.756 -0.660 0.21 0.04 -0.30 0.358
H 4.247 -0.838 -1.776 -0.37 -0.17 0.02 0.430
H 3.243 -2.188 -2.391 0.03 0.10 0.29 0.463
C 2.908 1.353 -2.241 -0.03 0.64 0.72 -1.792
H 3.603 1.230 -3.086 -0.28 -0.29 0.32 0.562
H 3.507 1.577 -1.346 -0.33 -0.07 -0.22 0.384
H 2.292 2.240 -2.466 0.15 -0.45 0.14 0.386
Cl -0.862 -3.892 -1.217 0.31 0.14 -0.25 -0.500
```
Forces are in eV/Å.

The HOMO-LUMO gap is 6.160 eV. Its multiplicity is 1. The value obtained for the HOMO energy is -9.86 eV. The value obtained for the total energy is -57723.1396 eV. Its charge is +1. The value obtained for the energy relative to the best compared isomer or geometry (same formula, charge and spin) is 0.000 eV. The molecular weight is 517.91 g mol⁻¹.

DFT (the ωB97M-V functional and the def2-TZVPD basis) results for C24H43F3S7Si4Y as an isolated structure in a non-equilibrium geometry.

The geometry in XYZ format:
```
82
Properties=species:S:1:pos:R:3:forces:R:3:mulliken_charge:R:1
Y -0.982 -0.253 0.025 -1.76 1.00 0.75 -0.442
C 3.185 -2.905 1.914 -0.24 0.20 0.35 -0.977
C 3.789 -1.761 1.113 -0.39 0.15 -0.14 -1.043
S 2.526 -0.798 0.204 0.22 0.03 -0.22 0.085
C 3.019 0.899 0.599 -0.08 -0.29 -0.06 0.176
C 2.847 1.328 2.049 -0.48 0.01 0.14 -1.107
S 1.169 0.978 2.681 0.16 0.04 -0.03 0.132
C 1.520 0.025 4.195 0.00 0.05 -0.41 -0.768
C 2.390 -1.221 4.059 -0.15 -0.29 -0.24 -0.998
S 1.724 -2.459 2.893 0.02 -0.05 0.17 0.034
H 2.791 -3.668 1.241 0.11 -0.07 0.00 0.384
H 3.941 -3.357 2.558 0.07 -0.08 -0.13 0.417
H 4.319 -1.060 1.757 0.04 -0.04 0.02 0.382
H 4.494 -2.161 0.384 0.08 0.05 0.03 0.494
H 4.053 1.039 0.278 -0.03 0.11 -0.07 0.657
H 2.376 1.501 -0.047 0.07 0.03 -0.02 -0.874
H 3.567 0.847 2.710 0.08 0.04 -0.05 0.494
H 2.992 2.407 2.104 0.15 -0.01 0.04 0.603
H 1.982 0.704 4.913 -0.07 -0.04 0.09 0.499
H 0.522 -0.235 4.550 0.01 -0.02 0.05 0.224
H 3.398 -0.967 3.731 0.03 0.04 0.09 0.495
H 2.465 -1.699 5.038 0.10 0.11 0.03 0.549
S -3.578 -1.173 -0.727 1.03 -0.14 -0.21 -0.439
S -4.297 0.203 0.610 0.04 0.34 0.34 -0.066
S -3.515 2.044 0.089 -0.39 -0.08 -0.34 -0.146
S -1.688 2.255 0.999 0.63 -0.68 0.09 -0.307
C -1.350 4.251 -2.478 0.00 -0.22 0.02 -0.900
Si 0.239 3.220 -2.460 0.12 0.38 -0.08 0.203
C 1.240 3.778 -3.986 -0.09 -0.23 0.08 -1.083
C 1.263 3.811 -0.966 -0.06 -0.18 -0.02 -0.966
Si -0.210 0.902 -2.443 0.63 0.30 -0.94 1.443
Si 1.696 -0.055 -3.490 0.21 -0.20 -0.31 0.496
C 1.770 -1.935 -3.154 -0.18 0.15 0.01 -1.137
C 1.770 0.084 -5.390 -0.16 0.06 0.11 -1.240
C 3.384 0.656 -2.925 -0.23 0.20 0.08 -1.114
Si -1.937 0.618 -4.055 -0.15 -0.24 -0.24 0.425
C -3.632 1.304 -3.574 0.23 -0.01 0.11 -0.782
C -1.562 1.343 -5.778 0.18 -0.01 0.24 -1.043
C -2.123 -1.259 -4.295 0.04 0.15 0.03 -0.953
H -1.146 5.325 -2.451 0.13 -0.01 0.02 0.388
H -1.969 4.004 -1.613 -0.02 -0.01 -0.01 0.157
H -1.937 4.051 -3.378 0.01 -0.03 0.00 0.204
H 1.323 4.866 -4.043 -0.03 0.03 0.07 0.381
H 0.766 3.428 -4.907 0.00 0.01 -0.01 0.202
H 2.252 3.365 -3.960 0.00 -0.02 -0.02 0.262
H 1.239 4.900 -0.878 -0.02 0.03 -0.08 0.464
H 2.312 3.511 -1.050 0.00 0.00 -0.04 0.306
H 0.854 3.400 -0.040 -0.02 0.02 0.01 0.084
H 1.159 -2.480 -3.877 -0.01 0.02 -0.02 0.344
H 1.381 -2.170 -2.161 0.04 -0.03 0.01 0.169
H 2.790 -2.324 -3.210 0.03 0.04 -0.04 0.354
H 0.961 -0.487 -5.851 0.01 0.01 0.00 0.287
H 2.713 -0.291 -5.797 0.06 -0.04 0.11 0.444
H 1.660 1.125 -5.703 0.02 0.00 -0.02 0.331
H 3.864 0.009 -2.191 -0.03 -0.04 0.02 0.327
H 3.272 1.646 -2.473 0.04 0.00 0.01 0.155
H 4.061 0.766 -3.776 -0.05 -0.03 -0.06 0.462
H -3.589 2.367 -3.333 0.00 0.00 0.00 0.247
H -4.009 0.780 -2.697 -0.01 0.01 0.04 0.128
H -4.352 1.165 -4.387 0.08 -0.03 -0.09 0.323
H -1.448 2.429 -5.731 -0.01 0.02 0.00 0.236
H -2.367 1.120 -6.483 -0.08 -0.03 0.07 0.387
H -0.637 0.932 -6.185 -0.05 0.06 -0.01 0.261
H -2.324 -1.737 -3.335 -0.01 -0.01 0.01 0.129
H -1.215 -1.702 -4.713 0.02 0.02 0.00 0.226
H -2.955 -1.502 -4.961 -0.01 0.04 -0.03 0.381
F -3.752 -2.507 9.025 -0.03 -0.09 -0.09 -0.261
C -3.973 -3.453 8.076 -0.05 -0.02 0.26 0.909
F -3.408 -4.586 8.554 -0.03 0.07 -0.06 -0.271
F -5.303 -3.663 8.054 0.08 0.02 -0.04 -0.282
C -3.418 -3.055 6.751 0.04 0.03 -0.09 0.327
C -2.039 -3.071 6.569 -0.05 0.00 0.03 -0.800
C -1.500 -2.661 5.367 -0.07 0.04 -0.07 -0.374
C -2.319 -2.210 4.321 -0.03 -0.06 0.17 0.171
C -3.704 -2.202 4.524 0.00 0.05 -0.08 -0.735
C -4.248 -2.622 5.725 0.00 -0.02 0.09 -0.530
C -1.755 -1.766 3.087 0.05 0.04 -0.13 -0.376
C -1.302 -1.373 2.022 0.04 -0.64 0.82 0.109
H -1.392 -3.403 7.370 -0.01 -0.03 -0.01 0.378
H -0.431 -2.691 5.217 0.13 0.00 -0.04 0.390
H -4.349 -1.853 3.730 0.04 0.00 -0.05 0.476
H -5.320 -2.611 5.868 0.01 0.01 -0.01 0.421
```
Forces are in eV/Å.

The HOMO-LUMO gap is 6.344 eV. Its multiplicity is 1. The value obtained for the HOMO energy is -4.57 eV. The value obtained for the total energy is -142144.8155 eV. Its charge is -1. The value obtained for the energy relative to the best compared isomer or geometry (same formula, charge and spin) is 2.679 eV. The molecular weight is 814.32 g mol⁻¹.